A structure of composition C16H8N2O4PtS4 in a non-equilibrium geometry. Source: the Open Molecules 2025 dataset; level of theory: ωB97M-V/def2-TZVPD.

Results
E_LUMO (spin up / spin down) in eV: -3.44 / -3.45
Calculated total energy in Ha: -2736.85062
ΔE to the lowest compared entry with this formula, charge and spin in kcal/mol: 27.7
Frontier orbital gap (spin up / spin down) in eV: 5.356 / 5.341

Geometry (Å):
Pt1 0.826 -0.033 -0.154
S1 -1.009 0.615 1.166
S2 -2.608 0.671 0.028
S3 -2.212 -0.554 -1.665
S4 -0.599 -1.616 -1.258
N1 4.689 7.845 -4.835
C1 4.230 6.944 -4.294
C2 3.655 5.814 -3.616
C3 3.158 5.963 -2.323
C4 2.601 4.878 -1.674
C5 2.535 3.634 -2.309
C6 3.040 3.494 -3.606
C7 3.595 4.577 -4.258
C8 1.959 2.517 -1.638
C9 1.517 1.529 -1.060
H1 3.213 6.926 -1.835
H2 2.211 4.981 -0.671
H3 2.991 2.529 -4.091
H4 3.986 4.475 -5.260
O1 1.197 -1.046 2.779
C10 1.719 -1.811 2.017
O2 1.708 -1.694 0.727
C11 2.455 -3.022 2.515
C12 2.301 -3.402 3.843
C13 2.970 -4.510 4.338
C14 3.808 -5.242 3.512
C15 3.951 -4.841 2.196
C16 3.287 -3.747 1.674
N2 4.842 -5.612 1.314
O3 4.973 -5.234 0.175
O4 5.398 -6.578 1.782
H5 1.653 -2.810 4.475
H6 2.842 -4.805 5.371
H7 4.348 -6.107 3.867
H8 3.416 -3.471 0.639